Computed, not measured: C34H44ClN5O2RuSSeSi as an isolated structure at a distorted geometry, with ωB97M-V with the def2-TZVPD basis set.

The geometry in XYZ format:
```
90
Properties=species:S:1:pos:R:3
Ru 0.153 1.712 0.334
C -5.058 2.511 2.384
Si -3.857 2.784 3.792
C -3.249 4.544 3.885
C -4.644 2.256 5.405
C -2.335 1.671 3.538
C -1.919 0.747 4.487
C -0.765 -0.015 4.302
C -0.035 0.155 3.150
N -0.403 1.035 2.216
C -1.523 1.765 2.406
S -1.747 2.758 0.982
H -6.013 2.991 2.610
H -5.250 1.446 2.233
H -4.690 2.924 1.445
H -4.082 5.234 4.043
H -2.729 4.838 2.973
H -2.547 4.664 4.712
H -5.529 2.868 5.593
H -3.972 2.390 6.256
H -4.969 1.214 5.383
H -2.498 0.610 5.392
H -0.432 -0.723 5.048
H 0.882 -0.395 2.989
N 0.929 2.908 -1.343
C 2.050 2.281 -1.975
C 2.515 2.629 -3.211
C 3.656 1.998 -3.751
C 4.311 1.028 -3.050
C 3.818 0.608 -1.791
C 4.394 -0.447 -1.047
C 3.800 -0.852 0.112
C 2.615 -0.218 0.525
N 2.063 0.782 -0.121
C 2.664 1.225 -1.266
H 0.367 3.432 -2.004
H 1.286 3.573 -0.641
H 2.024 3.419 -3.768
H 4.019 2.308 -4.721
H 5.203 0.559 -3.447
H 5.291 -0.929 -1.414
H 4.202 -1.662 0.703
H 2.107 -0.550 1.420
C -3.407 -2.736 0.475
C -2.317 -3.700 0.019
C -1.099 -3.713 0.938
C -0.271 -2.432 0.901
N 0.368 -2.213 -0.398
C 0.077 -1.250 -1.293
Se -1.207 0.105 -1.071
N 0.872 -1.410 -2.367
C 0.885 -0.594 -3.582
C 0.390 -1.328 -4.824
C -1.120 -1.559 -4.901
C -1.659 -2.630 -3.957
C 1.731 -2.478 -2.143
C 2.781 -2.990 -2.895
C 3.493 -4.036 -2.338
C 3.173 -4.551 -1.074
C 2.129 -4.037 -0.326
C 1.411 -2.989 -0.890
H -4.287 -2.814 -0.164
H -3.075 -1.698 0.444
H -3.719 -2.965 1.497
H -2.005 -3.466 -1.004
H -2.723 -4.713 -0.019
H -0.457 -4.564 0.700
H -1.427 -3.851 1.972
H 0.528 -2.476 1.645
H -0.881 -1.555 1.109
H 1.914 -0.253 -3.721
H 0.262 0.276 -3.379
H 0.913 -2.283 -4.928
H 0.698 -0.718 -5.677
H -1.355 -1.847 -5.928
H -1.639 -0.613 -4.723
H -1.075 -3.551 -4.029
H -2.692 -2.873 -4.202
H -1.651 -2.301 -2.917
H 3.038 -2.587 -3.865
H 4.317 -4.469 -2.889
H 3.755 -5.371 -0.677
H 1.892 -4.433 0.651
Cl 2.558 5.731 0.703
C 2.365 4.917 2.287
C 1.234 3.892 2.235
O 0.324 3.915 3.035
O 1.404 3.035 1.268
H 2.141 5.674 3.030
H 3.310 4.427 2.507
```

Results
* energy above the lowest of the compared OMol25 structures with the same formula, charge and spin: 24.0 kJ/mol
* charge: +1
* max |F|: 0.03294 hartree/bohr
* 2S+1: 2
* HOMO level (alpha / beta): -10.4 / -10.3 eV
* frontier orbital gap (alpha / beta): 7.15 / 6.54 eV

---

Computed, not measured: C34H44ClN7OPSe4Sn as an isolated structure at a distorted geometry, with ωB97M-V with the def2-TZVPD basis set.

The geometry in XYZ format:
```
93
Properties=species:S:1:pos:R:3
Sn -1.496 -0.474 -0.412
Cl -0.398 0.509 -7.538
C -0.117 0.716 -5.857
C 1.035 0.272 -5.201
C 1.108 0.271 -3.808
C -0.051 0.580 -3.010
O 0.002 0.398 -1.725
C -1.120 1.314 -3.712
C -2.318 1.724 -3.069
N -2.501 1.750 -1.760
C -3.486 2.532 -1.219
C -4.561 3.043 -1.971
C -5.541 3.853 -1.409
C -5.535 4.154 -0.037
C -4.754 3.380 0.821
C -4.994 3.140 2.205
C -4.008 2.503 2.969
C -2.868 1.996 2.306
N -2.670 2.097 0.989
C -3.641 2.668 0.252
C -1.188 1.214 -5.100
H 1.851 -0.161 -5.753
H 2.015 -0.028 -3.271
H -3.089 2.140 -3.764
H -4.600 2.874 -3.033
H -6.324 4.308 -1.983
H -5.992 5.086 0.307
H -5.947 3.404 2.683
H -4.110 2.461 4.081
H -2.031 1.553 2.799
H -2.052 1.634 -5.673
Se -2.190 -1.893 2.002
Se -4.474 -1.888 2.315
Se -5.612 -3.114 0.333
Se -5.604 -0.681 0.669
C -4.774 -2.023 -3.817
N -3.557 -2.733 -3.691
C -3.412 -3.883 -4.543
C -2.625 -2.349 -2.736
N -2.889 -1.536 -1.741
N -1.470 -3.057 -2.797
C -0.339 -2.992 -2.057
N 0.617 -3.948 -2.297
N -0.204 -2.226 -0.995
H -5.346 -2.583 -4.559
H -4.701 -0.989 -4.242
H -5.333 -1.967 -2.826
H -2.426 -3.878 -5.078
H -4.241 -3.789 -5.275
H -3.563 -4.847 -4.029
H -3.899 -1.266 -1.638
H -1.334 -3.745 -3.585
H 0.432 -4.692 -2.995
H 1.509 -3.793 -1.848
H 0.721 -2.229 -0.567
C 1.316 -0.317 4.174
C 2.742 -0.942 3.979
C 3.777 -0.369 4.980
C 2.609 -2.465 4.147
P 3.207 -0.388 2.220
C 3.257 1.411 2.292
C 2.196 2.141 1.668
C 2.210 3.501 1.789
C 3.196 4.176 2.549
C 4.277 3.475 3.066
C 4.337 2.099 2.795
C 5.021 -0.842 1.685
C 4.998 -2.266 1.081
C 5.986 -0.888 2.880
C 5.484 0.140 0.545
H 0.962 -0.767 5.098
H 0.618 -0.598 3.333
H 1.308 0.765 4.344
H 3.204 -0.352 5.942
H 4.107 0.673 4.788
H 4.627 -1.074 5.152
H 2.126 -2.636 5.127
H 3.573 -2.972 4.199
H 2.089 -2.928 3.268
H 1.438 1.614 1.046
H 1.376 4.100 1.344
H 3.193 5.273 2.618
H 5.011 3.864 3.750
H 5.296 1.598 3.061
H 4.789 -3.083 1.815
H 6.017 -2.514 0.681
H 4.278 -2.369 0.261
H 5.756 -1.774 3.448
H 6.004 -0.093 3.609
H 7.029 -1.022 2.409
H 4.660 0.088 -0.208
H 6.398 -0.255 0.138
H 5.620 1.186 0.819
```

Results
* energy above the lowest of the compared OMol25 structures with the same formula, charge and spin: 43.9 kJ/mol
* charge: -1
* max |F|: 0.08602 hartree/bohr
* HOMO level (alpha / beta): -1.1 / -1.1 eV
* frontier orbital gap (alpha / beta): 2.74 / 2.74 eV

---

Computed, not measured: C34H45BClMgN6S3 as an isolated structure, with ωB97M-V with the def2-TZVPD basis set.

The geometry in XYZ format:
```
91
Properties=species:S:1:pos:R:3
Mg 0.325 0.785 0.620
C 4.414 -1.769 0.443
C 3.202 -2.336 -0.233
C 2.979 -3.668 -0.288
C 1.824 -4.200 -0.919
N 0.949 -3.412 -1.453
N 1.161 -2.073 -1.395
B 0.026 -1.437 -2.205
N -1.300 -2.154 -2.098
N -1.522 -3.074 -3.070
C -2.639 -3.727 -3.029
C -3.593 -3.483 -1.997
C -3.379 -2.563 -1.034
C -4.384 -2.297 0.049
C -2.130 -1.838 -1.084
S -1.753 -0.706 0.107
C -2.850 -4.786 -4.112
C -2.624 -4.156 -5.488
C -4.265 -5.370 -4.057
C -1.827 -5.913 -3.906
N -0.017 0.027 -2.623
N 0.389 -0.812 -3.602
C 0.797 -0.409 -4.768
C 0.688 0.997 -4.975
C 0.229 1.854 -4.027
C 0.145 3.325 -4.293
C -0.120 1.347 -2.700
S -0.476 2.342 -1.397
C 1.359 -1.365 -5.801
C 1.462 -2.786 -5.241
C 2.760 -0.872 -6.199
C 0.433 -1.321 -7.028
C 2.223 -1.465 -0.832
S 2.417 0.239 -0.801
C 1.592 -5.706 -0.974
C 0.310 -6.044 -1.735
C 2.790 -6.352 -1.692
C 1.494 -6.240 0.465
H 5.005 -2.568 0.893
H 4.128 -1.052 1.212
H 5.034 -1.224 -0.273
H 3.688 -4.347 0.176
H -4.510 -4.060 -1.970
H -5.171 -3.051 0.032
H -4.836 -1.312 -0.097
H -3.918 -2.278 1.034
H -3.331 -3.339 -5.677
H -2.759 -4.913 -6.267
H -1.608 -3.767 -5.561
H -5.037 -4.601 -4.177
H -4.453 -5.915 -3.126
H -4.380 -6.082 -4.877
H -0.809 -5.544 -4.066
H -2.019 -6.723 -4.618
H -1.888 -6.329 -2.894
H 0.990 1.395 -5.937
H 0.373 3.550 -5.334
H 0.847 3.857 -3.645
H -0.847 3.706 -4.044
H 2.184 -2.834 -4.414
H 1.816 -3.453 -6.032
H 0.499 -3.161 -4.880
H 3.415 -0.783 -5.326
H 2.730 0.095 -6.710
H 3.207 -1.594 -6.888
H -0.579 -1.637 -6.772
H 0.821 -1.993 -7.799
H 0.378 -0.314 -7.456
H 0.373 -5.707 -2.774
H -0.567 -5.568 -1.285
H 0.162 -7.128 -1.729
H 2.900 -5.957 -2.709
H 2.632 -7.432 -1.764
H 3.733 -6.192 -1.158
H 0.637 -5.802 0.989
H 2.397 -6.030 1.049
H 1.361 -7.325 0.444
Cl -4.970 -1.689 4.090
C -3.409 -0.969 3.776
C -3.308 0.391 3.539
C -2.066 0.950 3.260
C -0.902 0.174 3.194
C 0.416 0.744 2.742
C -1.044 -1.189 3.479
C -2.276 -1.761 3.768
H -4.201 1.009 3.569
H -2.002 2.014 3.060
H 1.244 0.100 3.053
H 0.595 1.743 3.147
H -0.164 -1.825 3.453
H -2.361 -2.820 3.980
```

Results
* charge: +1
* max |F|: 0.01556 hartree/bohr
* HOMO level: -9.4 eV
* frontier orbital gap: 5.84 eV

---

Computed, not measured: C34H45F5N9O3SbSe4Zr as an isolated structure, with ωB97M-V with the def2-TZVPD basis set.

The geometry in XYZ format:
```
102
Properties=species:S:1:pos:R:3
Zr 1.589 -1.553 -1.794
C 3.558 3.813 -2.194
C 2.709 3.134 -3.261
N 3.189 1.804 -3.573
C 4.567 1.732 -4.039
C 4.877 2.477 -5.341
C 2.298 1.011 -4.392
C 0.884 0.853 -3.840
N 0.797 0.392 -2.437
C 0.129 1.282 -1.622
C 0.665 1.709 -0.393
F 1.852 1.225 -0.008
C 0.038 2.632 0.417
F 0.612 2.966 1.598
C -1.158 3.224 0.059
C -1.713 2.823 -1.136
F -2.897 3.334 -1.517
C -1.101 1.884 -1.945
F -1.766 1.499 -3.055
H 3.058 4.718 -1.844
H 3.692 3.134 -1.349
H 4.541 4.097 -2.567
H 1.694 3.035 -2.869
H 2.639 3.781 -4.155
H 5.223 2.097 -3.245
H 4.815 0.675 -4.185
H 4.722 3.554 -5.247
H 5.921 2.305 -5.606
H 4.262 2.112 -6.163
H 2.150 1.435 -5.405
H 2.762 0.031 -4.527
H 0.390 1.822 -3.931
H 0.358 0.175 -4.518
H -1.651 3.948 0.689
C 2.055 -2.148 5.488
C 0.834 -2.927 5.018
N 0.419 -2.548 3.667
C 0.842 -3.294 2.622
C 0.699 -2.953 1.314
C 1.250 -3.924 0.286
O 1.629 -5.008 0.690
O 1.226 -3.540 -0.943
C 0.088 -1.711 0.992
O 0.098 -1.174 -0.129
C -0.575 -1.024 2.102
C -1.376 0.088 1.832
C -1.837 0.848 2.865
F -2.602 1.941 2.619
C -1.493 0.565 4.190
C -0.753 -0.564 4.464
C -0.305 -1.396 3.427
N -1.810 1.466 5.262
C -1.103 2.735 5.093
C -1.246 3.573 6.344
N -2.710 3.786 6.620
C -3.435 2.473 6.752
C -3.233 1.676 5.480
H 2.336 -2.476 6.488
H 1.867 -1.075 5.512
H 2.894 -2.326 4.817
H -0.010 -2.805 5.699
H 1.067 -3.989 4.984
H 1.359 -4.219 2.848
H -1.594 0.356 0.806
H -0.514 -0.757 5.500
H -1.462 3.297 4.217
H -0.044 2.533 4.937
H -0.775 4.548 6.229
H -0.833 3.060 7.212
H -3.119 4.310 5.841
H -2.835 4.349 7.462
H -4.488 2.686 6.927
H -3.008 1.965 7.615
H -3.723 2.192 4.640
H -3.720 0.709 5.603
Se 3.333 -1.520 0.243
Sb 4.490 -3.259 -3.108
Se 4.165 -0.849 -1.820
Se 2.061 -2.740 -3.999
Se 5.865 -2.578 -4.918
C -1.261 -3.775 -2.309
N -1.072 -2.332 -2.578
C -1.287 -2.116 -4.029
N -2.605 -2.558 -4.476
C -2.731 -3.983 -4.167
N -2.581 -4.248 -2.735
C -3.596 -3.477 -2.023
N -3.486 -2.036 -2.276
C -2.149 -1.608 -1.872
C -3.616 -1.825 -3.722
H -1.160 -3.946 -1.238
H -0.476 -4.327 -2.825
H -0.518 -2.657 -4.578
H -1.189 -1.049 -4.229
H -1.960 -4.531 -4.711
H -3.713 -4.333 -4.493
H -3.488 -3.657 -0.950
H -4.587 -3.813 -2.338
H -2.044 -1.786 -0.802
H -2.041 -0.541 -2.071
H -3.513 -0.758 -3.933
H -4.609 -2.154 -4.038
```

Results
* energy above the lowest of the compared OMol25 structures with the same formula, charge and spin: 0.0 kJ/mol
* charge: 0
* max |F|: 0.01869 hartree/bohr
* HOMO level: -5.6 eV
* frontier orbital gap: 3.48 eV

---

Computed, not measured: C34H45N5OPdSi as an isolated structure, with ωB97M-V with the def2-TZVPD basis set.

The geometry in XYZ format:
```
87
Properties=species:S:1:pos:R:3
Pd -0.578 0.223 0.527
C -4.273 -0.606 -1.256
C -4.161 -0.343 -2.760
C -4.090 -1.646 -3.564
C -3.167 0.743 -3.181
C -3.576 1.556 -4.232
C -2.902 2.717 -4.561
C -1.844 3.141 -3.769
C -1.389 2.377 -2.708
C -0.281 2.936 -1.843
C 1.029 2.158 -1.964
C -0.786 3.127 -0.408
C -1.986 1.113 -2.491
N -1.379 0.188 -1.617
C -1.304 -1.043 -2.061
C -0.923 -2.095 -1.213
C -0.827 -3.492 -1.490
C -0.520 -4.086 -0.311
C -0.429 -3.031 0.701
N -0.671 -1.859 0.135
C -0.162 -3.310 2.146
C -0.024 -2.046 2.984
C -1.350 -4.140 2.664
C 1.127 -4.141 2.249
H -5.242 -1.063 -1.053
H -4.219 0.319 -0.679
H -3.520 -1.298 -0.877
H -5.116 0.117 -3.031
H -3.380 -2.354 -3.133
H -3.814 -1.470 -4.603
H -5.062 -2.137 -3.558
H -4.474 1.292 -4.774
H -3.237 3.322 -5.391
H -1.368 4.090 -3.974
H -0.075 3.939 -2.225
H 0.918 1.119 -1.651
H 1.810 2.620 -1.358
H 1.365 2.153 -3.001
H -1.316 2.220 -0.070
H -1.538 3.915 -0.365
H 0.020 3.376 0.283
H -1.549 -1.264 -3.094
H -0.980 -3.953 -2.452
H -0.375 -5.135 -0.120
H -0.934 -1.445 2.959
H 0.814 -1.427 2.655
H 0.163 -2.334 4.019
H -2.277 -3.569 2.624
H -1.161 -4.418 3.700
H -1.487 -5.058 2.094
H 1.978 -3.610 1.821
H 1.037 -5.106 1.754
H 1.343 -4.332 3.300
C -3.414 2.083 3.936
Si -1.562 1.892 3.659
C -1.128 0.594 5.160
C -0.578 3.449 3.888
O -1.216 0.968 2.411
H -3.583 2.573 4.892
H -3.921 1.124 3.905
H -3.778 2.721 3.130
H -1.414 1.200 6.016
H -0.061 0.433 5.053
H -1.729 -0.294 5.021
H -0.642 3.808 4.916
H -0.984 4.233 3.245
H 0.476 3.327 3.644
N 9.432 -0.807 -3.059
C 8.451 -0.579 -2.512
C 7.224 -0.294 -1.827
C 6.029 -0.257 -2.541
C 4.843 0.020 -1.883
C 4.867 0.241 -0.514
C 6.050 0.207 0.210
C 7.236 -0.055 -0.454
N 3.638 0.509 0.168
C 3.447 1.400 1.196
C 2.134 1.316 1.536
N 1.527 0.373 0.741
C 2.459 -0.082 -0.078
H 6.034 -0.428 -3.608
H 3.921 0.094 -2.444
H 6.052 0.358 1.280
H 8.169 -0.089 0.090
H 4.244 2.017 1.567
H 1.590 1.850 2.294
H 2.328 -0.858 -0.814
```

Results
* energy above the lowest of the compared OMol25 structures with the same formula, charge and spin: 59.0 kJ/mol
* charge: +2
* max |F|: 0.01348 hartree/bohr
* 2S+1: 5
* HOMO level (alpha / beta): -13.8 / -14.0 eV
* frontier orbital gap (alpha / beta): 8.19 / 5.05 eV